No. 1
C16H16F3N3O2 | ωB97M-V/def2-TZVPD

Output
**Orbital gap**: 9.811 eV
**Largest force on an atom**: 0.1135 hartree/bohr
**SMILES string**: N#CCc1cccc(OC(F)(F)F)c1[C@@H]1CC[C@H]2NC(=O)N[C@H]2C1
**E_tot**: -33567.8119 eV

Structure (XYZ):
```
40
C16H16F3N3O2 (ωB97M-V/def2-TZVPD)
N 4.23103 -3.23387 0.97524
C 3.60503 -2.20528 0.93878
C 3.20440 -0.81243 0.55272
C 2.24715 -0.73753 -0.62333
C 2.72774 -1.14878 -1.90264
C 1.91563 -0.95139 -2.99070
C 0.64237 -0.40438 -2.93904
C 0.12553 -0.18401 -1.64909
O -1.10765 0.33187 -1.55673
C -1.28976 1.64820 -2.14990
F -2.59237 1.94097 -2.17039
F -0.96067 1.66876 -3.39428
F -0.48025 2.60723 -1.54358
C 0.84227 -0.56822 -0.51359
C 0.20243 -0.39744 0.80645
C -1.17347 -1.07337 1.00108
C -1.56570 -1.02131 2.43880
C -0.88029 0.04138 3.44436
N -0.10572 -0.69539 4.46041
C 1.17691 -0.24317 4.52170
O 1.92469 -0.54409 5.43556
N 1.47716 0.63282 3.54007
C 0.22906 1.07229 2.88911
C 0.14407 1.06921 1.36846
H 4.12423 -0.26798 0.24568
H 2.80050 -0.38033 1.45645
H 3.80201 -1.32532 -2.02595
H 2.33779 -1.37859 -3.82435
H -0.01299 -0.37262 -3.78308
H 0.72694 -1.05934 1.51240
H -1.83994 -0.40603 0.50273
H -1.22985 -2.10163 0.66645
H -1.65705 -2.09309 2.71301
H -2.48498 -0.54870 2.30847
H -1.68001 0.64253 3.89131
H -0.49137 -1.27218 5.16048
H 2.23602 1.20516 3.79070
H 0.01588 2.11912 3.16415
H 0.99281 1.64225 1.15783
H -0.75422 1.51424 0.96762
```

Mulliken population analysis, charges in e, atoms 1 to 4: -0.5305 0.2318 -0.3899 0.2800


No. 2
C16H16FeN7O5S | ωB97M-V/def2-TZVPD

Output
**Orbital gap (alpha / beta)**: 7.497 / 6.950 eV
**<S²>**: 8.763
**Spin multiplicity**: 6
**Largest force on an atom**: 0.0043 hartree/bohr
**E_tot**: -82744.9403 eV

Structure (XYZ):
```
46
C16H16FeN7O5S (ωB97M-V/def2-TZVPD)
Fe -0.13799 -0.40108 0.18494
C -1.95446 1.76274 5.32487
C -2.70359 1.62953 4.00682
N -1.99478 2.23291 2.88895
C -1.05760 1.64821 2.14039
S -0.56615 0.00468 2.49306
N -0.51631 2.40147 1.18839
N 0.33637 1.67594 0.44235
C 1.29605 2.22078 -0.21029
C 1.55242 3.68938 -0.27111
C 2.22401 1.24752 -0.81973
C 3.32399 1.62604 -1.57902
C 4.17804 0.64515 -2.05967
C 3.91965 -0.68502 -1.76684
C 2.79873 -0.98403 -1.00417
N 1.97604 -0.04565 -0.55243
H -2.52800 1.30432 6.13120
H -0.98801 1.26256 5.26383
H -1.78708 2.81093 5.57607
H -2.87806 0.58115 3.76990
H -3.67666 2.11723 4.06549
H -2.20342 3.18667 2.63673
H 0.76438 4.21444 0.25955
H 2.51429 3.93621 0.18370
H 1.57548 4.03293 -1.30748
H 3.50498 2.67097 -1.78570
H 5.03987 0.91812 -2.65432
H 4.56779 -1.47746 -2.11212
H 2.52961 -2.00196 -0.75066
O -3.96041 0.71321 -4.22421
C -2.77600 0.53944 -4.78027
O -2.59136 0.61595 -5.96937
C -1.63456 0.23989 -3.86731
C -0.34377 0.04229 -4.30677
N 0.41460 -0.18787 -3.22137
N -0.30788 -0.15465 -2.09641
C -1.54848 0.09476 -2.46969
C -2.55180 0.15893 -1.36207
O -3.71969 0.43147 -1.61384
O -2.05666 -0.05994 -0.20210
H -3.93278 0.61897 -3.22982
H 0.05305 0.05330 -5.30754
H 1.40275 -0.37974 -3.17684
O 0.44313 -4.56899 0.80834
C 0.31110 -3.43507 0.52801
N 0.18786 -2.28038 0.24414
```

Mulliken population analysis, charges in e, atoms 1 to 4: 0.2553 -0.9774 -0.6749 -0.1190


No. 3
C16H16N3O2S2 | ωB97M-V/def2-TZVPD

Output
**Orbital gap**: 6.788 eV
**Total charge**: -1
**Largest force on an atom**: 0.0513 hartree/bohr
**E_tot**: -47086.9515 eV

Structure (XYZ):
```
39
C16H16N3O2S2 (ωB97M-V/def2-TZVPD)
C -0.17032 -3.77334 3.16420
O 0.06280 -2.38924 3.51527
C -0.61690 -1.45611 2.79220
C -0.15944 -0.12156 2.89407
C -0.70081 0.84407 2.08320
C -1.82930 0.58106 1.28781
C -2.50223 1.67067 0.55322
C -3.86980 1.66646 0.35562
C -4.55404 2.74834 -0.28111
N -5.05262 3.63512 -0.86538
C -4.75107 0.68409 0.90413
N -5.48335 -0.13886 1.31050
C -2.24149 -0.75868 1.15965
C -1.71480 -1.76561 1.95226
H 0.56252 -4.32032 3.75583
H -1.20018 -4.05657 3.43178
H -0.01191 -3.93243 2.08465
H 0.65135 0.07536 3.59202
H -0.24961 1.83937 2.05239
H -1.98996 2.63068 0.42454
H -2.97787 -1.02732 0.40208
H -2.12910 -2.77872 1.91777
C 4.06303 0.83021 -2.94496
C 3.11580 1.67245 -2.08190
N 1.77686 1.07434 -1.95885
C 0.78825 1.78515 -1.25870
S 1.11883 3.23988 -0.48694
S -0.78258 1.12458 -1.30180
C 1.60154 -0.37284 -2.02045
C 2.56311 -0.99136 -3.02459
O 3.90112 -0.57705 -2.75798
H 3.90400 1.08048 -4.00858
H 5.11184 1.01868 -2.67509
H 3.58318 1.81803 -1.09192
H 3.01021 2.67412 -2.53684
H 1.76259 -0.86233 -1.03828
H 0.56543 -0.58789 -2.32475
H 2.56721 -2.08533 -2.92581
H 2.27771 -0.69758 -4.04925
```

Mulliken population analysis, charges in e, atoms 1 to 4: -0.8020 -0.4531 0.9960 -0.7309


No. 4
C16H16N3O4Rh | ωB97M-V/def2-TZVPD

Output
**Orbital gap**: 5.846 eV
**Total charge**: -2
**Largest force on an atom**: 0.0634 hartree/bohr
**E_tot**: -32519.5891 eV

Structure (XYZ):
```
40
C16H16N3O4Rh (ωB97M-V/def2-TZVPD)
Rh -0.01762 -0.03401 -0.04054
N -0.65567 -1.47630 1.66507
C -0.85253 -0.55507 2.78383
C -1.39223 0.81565 2.30914
O -2.45776 1.22271 2.81924
N -0.59090 1.45103 1.44380
C -1.20035 2.57584 0.74362
C -1.46833 2.40591 -0.76989
O -1.95370 3.38132 -1.35815
O -1.17724 1.28925 -1.32811
H 0.16337 -2.06084 1.74590
H -1.50414 -1.99945 1.50286
H -1.55957 -0.91818 3.53506
H 0.12451 -0.38669 3.23950
H -2.15753 2.86130 1.18778
H -0.55002 3.45530 0.81888
N 1.50837 0.02535 -1.43325
C 1.77624 -0.66779 -2.58072
C 3.03866 -0.44946 -3.18861
C 3.42471 -1.08187 -4.34801
C 2.55355 -1.98833 -4.94588
C 1.32583 -2.22871 -4.35326
C 0.89493 -1.59993 -3.17736
C -0.43030 -1.89431 -2.57273
C -1.29569 -2.76197 -3.25801
C -2.56272 -3.08762 -2.80365
C -3.00943 -2.52039 -1.62255
C -2.16070 -1.67866 -0.92082
C -0.85480 -1.34678 -1.32755
H 1.66690 1.01475 -1.60386
H 2.16902 -0.32002 0.05418
H 3.69983 0.25558 -2.69669
H 4.39738 -0.87684 -4.78411
H 2.82345 -2.50604 -5.85974
H 0.68228 -2.94285 -4.84729
H -0.99154 -3.20450 -4.19603
H -3.19038 -3.75578 -3.38402
H -4.01162 -2.71252 -1.25253
H -2.55399 -1.19347 -0.03397
O 1.70952 -0.35050 0.90972
```

Mulliken population analysis, charges in e, atoms 1 to 4: -0.6279 -0.3426 -0.6814 0.7547


No. 5
C16H17AgAsF3INO2S | ωB97M-V/def2-TZVPD

Output
**Orbital gap**: 7.954 eV
**Largest force on an atom**: 0.0158 hartree/bohr
**E_tot**: -114380.1242 eV

Structure (XYZ):
```
43
C16H17AgAsF3INO2S (ωB97M-V/def2-TZVPD)
Ag -0.45238 0.67716 -0.11122
C 1.90075 4.52706 -2.22607
As 1.51325 2.77055 -1.51228
C 3.23272 2.07125 -0.96468
C 0.87977 1.73954 -3.02384
S 0.21566 2.99217 0.11353
H 2.67672 4.48467 -2.98959
H 2.22978 5.16129 -1.40551
H 0.99182 4.94537 -2.65355
H 3.96929 2.17271 -1.76064
H 3.12826 1.02832 -0.67685
H 3.54331 2.64990 -0.09689
H 1.60823 1.77987 -3.83270
H -0.06035 2.17629 -3.35600
H 0.69966 0.70975 -2.72014
F 4.91325 -3.34810 3.23267
C 4.77447 -3.37381 1.89963
F 4.60909 -4.65342 1.52742
F 5.93772 -2.94963 1.36021
C 3.64001 -2.50624 1.42898
C 2.96374 -1.66999 2.29927
C 1.97494 -0.85093 1.77453
N 1.65149 -0.83127 0.48571
C 2.28415 -1.66963 -0.33193
C 3.29136 -2.52190 0.08665
H 3.19732 -1.65274 3.35386
H 1.42916 -0.16915 2.41738
H 1.96360 -1.66484 -1.36779
H 3.78905 -3.18248 -0.60985
I -5.18236 2.14056 4.55608
C -4.27827 0.88600 3.12532
C -2.91024 0.68205 3.16865
C -2.32384 -0.12883 2.20619
C -3.09163 -0.73205 1.21529
C -4.46875 -0.54631 1.22090
C -5.06780 0.27361 2.16526
C -2.47196 -1.63247 0.15074
O -3.05024 -2.67353 -0.12229
O -1.38384 -1.21506 -0.39712
H -2.31400 1.14771 3.94181
H -1.26091 -0.33781 2.26365
H -5.06532 -1.05413 0.47482
H -6.13828 0.42794 2.16689
```

Mulliken population analysis, charges in e, atoms 1 to 4: 0.4621 -1.0655 0.6992 -0.8145